Molecular formula: C5H11NO
Method: DFT, ωB97M-V/def2-TZVPD

Last column: Mulliken spin population.
Atoms and positions in Å:
C (-0.564, 2.305, -0.317)  0.0008
C (-1.463, 1.133, 0.133)  0.0090
C (-0.757, -0.177, -0.263)  0.0071
C (0.447, -0.479, 0.688)  0.0546
C (0.858, -1.895, 0.451)  -0.0048
N (1.755, -2.184, -0.511)  0.0462
O (0.402, -2.866, 1.064)  0.8687
H (-0.818, 3.326, -0.082)  0.0001
H (-0.366, 2.291, -1.396)  0.0000
H (0.421, 2.120, 0.121)  -0.0007
H (-1.522, 1.197, 1.222)  0.0006
H (-2.465, 1.128, -0.288)  0.0002
H (-1.401, -1.046, -0.221)  0.0013
H (-0.406, -0.090, -1.295)  -0.0001
H (1.316, 0.139, 0.486)  0.0084
H (0.132, -0.272, 1.700)  0.0030
H (2.118, -3.112, -0.460)  0.0032
H (2.313, -1.519, -1.031)  0.0024

## Properties
* energy relative to the best compared isomer or geometry (same formula, charge and spin): 31.2 kcal per mole
* total energy: -326.7744 Ha
* HOMO energy (spin up / spin down): -15.594 / -15.584 eV
* charge: +1
* 2S+1: 2
* maximum force: 3.32 eV Å⁻¹
* expectation value of S²: 0.7551
* LUMO (spin up / spin down): -4.26 / -9.20 eV